(1)
Formula: C4H2ClNO3
Source: OMol25
Level of theory: wB97M-V/def2-TZVPD

```
11
Properties=species:S:1:pos:R:3:mulliken_charge:R:1
C 0.0159 -0.5147 0.1051 -0.2630
C 0.0030 0.8803 -0.0204 -0.1311
C -1.9233 0.1285 0.3107 0.4898
C -4.5816 -0.0107 0.3747 0.6122
N -1.2340 -0.9755 0.2052 -0.4218
O -5.4265 -0.0763 1.1806 -0.3577
O -1.2677 1.3277 0.2993 -0.2593
O -3.2628 0.2435 0.7413 -0.2936
Cl -4.8833 0.0801 -1.3133 -0.1186
H 0.7744 -1.2380 -0.0549 0.4057
H 0.6756 1.7266 -0.3017 0.3373
```

Calculated values
- Gap between HOMO and LUMO: 10.019 eV
- ΔE to the lowest compared entry with this formula, charge and spin: 0.0 kcal per mole
- SMILES: O=C(Cl)Oc1ncco1
- Total charge: 0
- Total energy: -24333.56497 eV
- Maximum force: 3.7 eV/A
- Highest occupied orbital energy: -0.3473 Eh


(2)
Formula: C9H12N2OS
Source: OMol25
Level of theory: wB97M-V/def2-TZVPD

```
25
Properties=species:S:1:pos:R:3:mulliken_charge:R:1
O 2.6035 -4.3338 0.0250 -0.5379
N 0.2061 1.9779 -0.1046 -0.5565
S 1.9584 -3.2352 -0.5444 0.2581
C 2.2129 -1.7629 0.2173 -0.1278
C 1.4720 1.8114 -0.5184 -0.4615
C -0.4825 0.9770 0.4156 0.2299
C 2.1830 0.6335 -0.4421 -0.2199
C 0.1819 -0.3273 0.4479 -0.1333
C 1.5608 -0.4919 -0.0069 0.2951
N 3.2375 -1.6767 1.2137 -0.4458
C -2.7998 0.8845 -1.4786 -0.9705
C -1.9644 0.9931 0.9820 -1.0802
C -2.9706 0.3934 -0.0604 -0.3857
H 1.8863 2.5921 -0.9422 0.5834
H 3.1973 0.5847 -0.9268 0.3197
H -0.2988 -1.2141 0.8094 0.4544
H 3.7229 -2.5480 1.4606 0.2275
H 3.2747 -0.8646 1.7463 0.2026
H -2.2772 0.1057 -2.1382 0.2278
H -2.1336 1.7283 -1.5520 0.3233
H -3.8070 1.0702 -1.8948 0.2991
H -1.9604 0.6353 2.0182 0.4164
H -2.1494 2.0453 0.9743 0.3858
H -3.9624 0.7181 0.3253 0.3853
H -2.8913 -0.6961 -0.0261 0.3108
```

Calculated values
- Gap between HOMO and LUMO: 8.371 eV
- ΔE to the lowest compared entry with this formula, charge and spin: 55.0 kcal per mole
- Total charge: 0
- Total energy: -25388.37479 eV
- Maximum force: 7.6 eV/A
- Highest occupied orbital energy: -0.3016 Eh


(3)
Formula: C19H21N3O3S
Source: OMol25
Level of theory: wB97M-V/def2-TZVPD

```
47
Properties=species:S:1:pos:R:3:mulliken_charge:R:1
O -2.1397 0.1816 4.7855 -0.6078
O 1.7521 1.2582 -1.6743 -0.6529
N -4.9156 -0.8459 0.1207 -0.6654
O -0.9836 1.2406 3.1790 -0.3744
S -0.7366 -2.4385 0.5469 -0.3481
C -1.5957 0.1669 3.6795 0.4887
C 2.0690 0.3297 -0.9380 -0.0428
C -5.0757 0.4035 -0.3572 -0.3619
C -3.7544 -1.2755 0.6106 -0.1411
C -4.0507 1.3387 -0.2248 -0.5152
C -2.0261 -1.9488 -3.2265 -0.6117
C -1.0468 -1.1167 -3.8165 -0.7927
C -1.8470 -2.3841 -1.9051 -0.4440
C 0.0631 -0.7503 -3.0489 -0.1345
C -2.7949 0.9100 0.2866 -0.2864
C -0.7471 -1.9492 -1.1463 0.1785
C 0.2293 -1.1533 -1.7254 0.2510
C -2.6679 -0.4363 0.7145 0.3794
N 1.3780 -0.8767 -0.9884 -0.2029
N 3.1576 1.8926 0.8110 -0.4442
C -1.5520 -1.1459 2.8732 -0.6834
C -1.3671 -0.9202 1.3458 -0.0727
C 4.4452 2.5316 0.6289 -0.6270
C 5.4044 1.3808 0.3393 -0.5927
C 4.5367 0.4493 -0.4627 -0.9509
C 3.1283 0.5621 0.1587 0.5708
H -1.0418 1.9597 3.8476 0.3511
H -6.0100 0.7104 -0.8015 0.3738
H -3.6345 -2.3147 0.8400 0.5410
H -4.1226 2.3298 -0.6192 0.3976
H -2.8903 -2.2681 -3.7812 0.4374
H -1.1186 -0.7263 -4.8253 0.3921
H -2.5790 -3.0382 -1.4462 0.4175
H 0.8219 -0.0869 -3.4898 0.3781
H -1.9491 1.6021 0.3807 0.3709
H 1.5151 -1.4374 -0.1936 0.3961
H 2.3763 2.4977 0.5501 0.2988
H -2.4536 -1.6675 3.1036 0.3262
H -0.7442 -1.8041 3.2515 0.4670
H -0.5744 -0.1326 1.2411 0.2550
H 4.3699 3.2249 -0.2106 0.2950
H 4.6994 3.1198 1.5091 0.3325
H 5.7499 0.8866 1.2732 0.2893
H 6.2783 1.6985 -0.2076 0.3573
H 4.9038 -0.5406 -0.3909 0.3775
H 4.5338 0.7877 -1.5139 0.3535
H 3.0066 -0.2050 0.9169 0.2766
```

Calculated values
- Gap between HOMO and LUMO: 9.285 eV
- ΔE to the lowest compared entry with this formula, charge and spin: 47.7 kcal per mole
- SMILES: O=C(O)C[C@@H](Sc1ccccc1NC(=O)[C@H]1CCCN1)c1cccnc1
- Total charge: 0
- Total energy: -41492.40504 eV
- Maximum force: 2.9 eV/A
- Highest occupied orbital energy: -0.3250 Eh


(4)
Formula: C4H28N2O9
Source: OMol25
Level of theory: wB97M-V/def2-TZVPD

```
43
Properties=species:S:1:pos:R:3:mulliken_charge:R:1
N 0.2186 -0.0827 -0.3377 0.4031
C 0.7898 1.2180 -0.3866 0.6684
C 2.3405 1.2062 -0.0517 -1.0325
O 2.8641 -0.0831 0.2099 -0.5305
C -0.0130 2.3188 0.3494 -0.9853
N -1.4237 2.2025 -0.0083 -0.3296
C -2.3321 2.9594 0.8965 -0.8902
H -0.2694 -0.4636 -1.1550 0.2932
H -0.0362 -0.5015 0.5686 0.0753
H 0.7420 1.4677 -1.4473 0.2749
H 2.8120 1.6303 -0.9339 0.3410
H 2.5288 1.9089 0.7589 0.5105
H 2.5380 -0.6137 -0.4584 0.3482
H 0.3377 3.2396 -0.1191 0.4266
H 0.2171 2.2740 1.4178 0.4595
H -1.6804 1.2278 0.0764 0.2072
H -2.6990 2.3679 1.7325 0.2795
H -3.0861 3.4398 0.2829 0.3254
H -1.7094 3.7329 1.3461 0.3693
H 1.5011 2.3799 -4.1978 0.3139
H 2.1189 1.1365 -3.4803 0.3412
O 2.3052 2.0173 -3.8179 -0.6361
H -2.6313 -2.0979 4.2836 0.3147
H -1.4515 -1.1620 4.0250 0.2977
O -2.3484 -1.3514 3.7442 -0.6537
H 2.4046 -1.6768 2.5282 0.3270
H 2.0650 -0.1814 2.4553 0.3018
O 1.7492 -1.0251 2.7914 -0.6378
H 2.9416 -0.6397 -2.0520 0.3189
H 1.9499 -1.6026 -2.8394 0.3871
O 2.0624 -0.7187 -2.4344 -0.6307
H -2.2061 -2.4670 -2.0722 0.3060
H -1.8390 -1.8696 -0.7182 0.2874
O -1.5014 -1.9945 -1.6241 -0.6534
H 0.3998 -3.4150 -2.4651 0.3386
H 0.2756 -2.1019 -3.1197 0.3140
O 0.7975 -2.9170 -3.1827 -0.6885
H -3.6134 -1.0079 1.0321 0.2640
H -2.4492 -1.6122 1.7783 0.3333
O -2.7661 -1.4271 0.8749 -0.6722
H -0.3657 -1.3850 2.4281 0.2281
H -0.5159 -2.5368 1.4850 0.2529
O -1.0220 -1.7932 1.8367 -0.5681
```

Calculated values
- Gap between HOMO and LUMO (spin up / spin down): 9.910 / 5.416 eV
- <S²>: 0.75
- ΔE to the lowest compared entry with this formula, charge and spin: 53.5 kcal per mole
- Total charge: +1
- Total energy: -26000.11146 eV
- Maximum force: 6.2 eV/A
- Highest occupied orbital energy (spin up / spin down): -0.4723 / -0.4692 Eh
- 2S+1: 2


(5)
Formula: C14H39N3O4Rb
Source: OMol25
Level of theory: wB97M-V/def2-TZVPD

```
61
Properties=species:S:1:pos:R:3:mulliken_charge:R:1
Rb 0.9552 -1.2492 1.0114 0.7408
C -0.5887 -4.2965 2.5716 -0.7851
C 0.7700 -4.4492 3.2582 -0.2362
O 1.5528 -3.2430 3.0110 -0.4392
H -1.0496 -3.4048 2.9966 0.2578
H -1.2266 -5.1571 2.7728 0.3764
H -0.5148 -4.3192 1.4844 0.0287
H 1.2730 -5.3252 2.8487 0.3246
H 0.6476 -4.4857 4.3407 0.3137
H 2.4394 -3.4191 3.3344 0.2340
C -1.2910 1.7643 -1.5941 -1.5427
C -1.1374 2.4457 -0.2730 0.2894
C -2.4103 2.9293 0.3058 -0.8027
O -2.9212 3.9289 -0.5144 -0.3395
C -4.1482 4.5808 -0.0601 -0.7804
N -0.5929 1.5068 0.6875 -0.2108
H -1.8533 2.4380 -2.2406 0.4602
H -1.7821 0.7928 -1.5405 0.3411
H -0.3651 1.4853 -2.0971 0.1594
H -0.4467 3.2717 -0.4430 0.2476
H -2.2631 3.4353 1.2600 0.4931
H -3.1600 2.1386 0.3341 0.3817
H -4.9800 3.8772 -0.0271 0.3115
H -4.4042 5.4276 -0.6969 0.2658
H -4.0406 5.0498 0.9180 0.3075
H -1.2006 0.7002 0.6720 0.1738
H -0.7348 1.8629 1.6219 0.2739
C 3.8423 1.8269 3.5713 -1.6873
C 3.0613 1.7943 2.3677 0.9065
C 3.8638 1.1712 1.1685 -0.8945
O 3.1668 0.9854 -0.0553 -0.3172
C 2.5769 2.1629 -0.5743 -0.5270
N 1.7990 1.0628 2.5678 -0.4883
H 4.1969 0.8631 3.9366 0.3363
H 3.2847 2.3614 4.3404 0.4183
H 4.7773 2.3705 3.4361 0.4066
H 2.8685 2.8318 2.0945 0.1419
H 4.2000 0.1532 1.3653 0.3147
H 4.8013 1.6964 0.9859 0.4298
H 1.9522 1.8214 -1.3996 0.0838
H 3.3265 2.8176 -1.0188 0.3806
H 1.9268 2.7744 0.0515 0.2014
H 1.3509 1.5391 3.3375 0.2372
H 1.2171 1.2400 1.7616 0.1616
C 0.1309 -3.3657 -3.2848 -1.4533
C -0.6400 -2.4079 -2.3978 0.5129
C -2.1266 -2.2936 -2.8709 -0.7381
O -2.1936 -2.0067 -4.2189 -0.3810
C -1.7147 -0.6989 -4.6105 -0.5997
N -0.6110 -2.7997 -0.9357 -0.5103
H 1.1628 -3.5859 -3.0112 0.4101
H 0.2225 -2.9279 -4.2788 0.3305
H -0.3916 -4.3210 -3.3353 0.3665
H -0.1475 -1.4361 -2.3625 -0.0041
H -2.8013 -1.6619 -2.2931 0.4194
H -2.5221 -3.3047 -2.7740 0.4237
H -2.3468 0.0965 -4.2156 0.2643
H -1.6904 -0.5998 -5.6957 0.3068
H -0.7186 -0.5007 -4.2149 0.2228
H -1.3361 -2.2238 -0.5324 0.2416
H -1.0147 -3.7212 -0.8467 0.2395
```

Calculated values
- Gap between HOMO and LUMO: 9.512 eV
- Total charge: +1
- Total energy: -28459.64374 eV
- Maximum force: 3.4 eV/A
- Highest occupied orbital energy: -0.4448 Eh


(6)
Formula: C6H9NS
Source: OMol25
Level of theory: wB97M-V/def2-TZVPD

```
17
Properties=species:S:1:pos:R:3:mulliken_charge:R:1
C -3.2297 -0.7070 0.3543 0.3517
C 0.1073 0.6390 -1.6112 -0.5144
C 0.9898 -0.5251 -1.0875 -0.5246
C 0.1882 1.1574 -0.2282 -0.3574
C 0.9702 0.2267 0.2962 0.2277
C 1.6457 -0.0245 1.6446 -1.4028
N -2.1973 -0.5222 0.9553 -0.4474
S -4.5689 -1.3019 -0.2510 -0.3245
H 0.4841 1.3480 -2.2938 0.2985
H -0.7798 0.2928 -2.0380 0.2365
H 0.5644 -1.4234 -0.9897 0.3241
H 2.0685 -0.6787 -1.3952 0.2901
H -0.2002 2.0536 0.3597 0.3011
H 2.6390 -0.1208 1.4009 0.4080
H 1.1350 -0.8299 2.0288 0.3514
H 1.4250 0.7756 2.1920 0.3747
H -1.2413 -0.3595 0.6629 0.4070
```

Calculated values
- Gap between HOMO and LUMO: 10.102 eV
- ΔE to the lowest compared entry with this formula, charge and spin: 66.5 kcal per mole
- SMILES: CC1=CCC1.N=C=S
- Total charge: 0
- Total energy: -18690.32522 eV
- Maximum force: 5.2 eV/A
- Highest occupied orbital energy: -0.3416 Eh


(7)
Formula: C10H8Cl3CuN4S2
Source: OMol25
Level of theory: wB97M-V/def2-TZVPD

```
28
Properties=species:S:1:pos:R:3:mulliken_charge:R:1
Cu -0.6454 0.0789 -0.0735 -0.4317
C -0.5951 2.3782 -4.9635 -0.8203
S 0.9133 1.8153 -4.1421 -0.0618
C 0.2284 0.8640 -2.8151 0.4447
S -0.9886 1.5616 -1.8049 -0.3093
N 0.7529 -0.3233 -2.7018 -0.9161
N 0.3335 -0.9656 -1.5789 0.4308
C 0.1183 -2.2201 -1.6383 -0.4193
C -0.4715 -2.8475 -0.4483 0.9733
C -0.4626 -4.2257 -0.2584 -0.7711
C -1.0512 -4.7524 0.8748 -0.2140
C -1.6359 -3.8901 1.7919 -0.6423
C -1.6082 -2.5326 1.5254 -0.1501
N -1.0560 -2.0156 0.4305 -0.2553
H -0.2747 3.0259 -5.7776 0.2994
H -1.2181 2.9389 -4.2720 0.2948
H -1.1421 1.5295 -5.3679 0.2862
H 0.3060 -2.7951 -2.5415 0.3913
H 0.0128 -4.8609 -0.9941 0.3648
H -1.0531 -5.8210 1.0449 0.4118
H -2.1138 -4.2602 2.6877 0.3665
H -2.0620 -1.8245 2.2092 0.4146
Cl -0.1278 1.6154 5.2079 -0.0902
C -1.1420 2.2623 3.9116 0.6461
Cl -0.8246 3.9806 3.6776 -0.0833
Cl -2.8516 1.9906 4.2777 -0.0945
C -0.8222 1.5519 2.6696 0.1567
N -0.5648 0.9995 1.7007 -0.2217
```

Calculated values
- Gap between HOMO and LUMO: 7.180 eV
- ΔE to the lowest compared entry with this formula, charge and spin: 3.6 kcal per mole
- Total charge: 0
- Total energy: -120336.49946 eV
- Maximum force: 0.2 eV/A
- Highest occupied orbital energy: -0.2707 Eh


(8)
Formula: C3H10NO2
Source: OMol25
Level of theory: wB97M-V/def2-TZVPD

```
16
Properties=species:S:1:pos:R:3:mulliken_charge:R:1
O 0.0566 2.4727 0.3288 -0.4463
C 0.9262 1.7249 0.8018 0.2446
C 1.1846 0.3062 0.3994 -0.5795
N -0.2171 -0.2844 0.0022 -0.1663
C -0.4016 -1.4134 0.9981 -0.8040
H 1.7418 2.0172 1.6186 0.2531
H 1.8262 -0.1766 1.2962 0.3762
H 1.8142 0.0722 -0.4211 0.4030
H -0.5496 -0.6511 -0.8772 0.3975
H -0.8989 0.4119 -0.0181 0.3283
H -0.0207 -2.2958 0.5714 0.3816
H 0.3513 -1.1626 1.8477 0.2948
H -1.3356 -1.6120 1.5287 0.3306
H -0.9188 0.3638 -3.1766 0.3170
H -2.2611 0.1661 -2.5742 0.3061
O -1.2973 0.0609 -2.3257 -0.6369
```

Calculated values
- Gap between HOMO and LUMO: 10.803 eV
- ΔE to the lowest compared entry with this formula, charge and spin: 69.2 kcal per mole
- Total charge: +1
- Total energy: -8849.33813 eV
- Maximum force: 4.3 eV/A
- Highest occupied orbital energy: -0.5459 Eh


(9)
Formula: C3H14NO2
Source: OMol25
Level of theory: wB97M-V/def2-TZVPD

```
20
Properties=species:S:1:pos:R:3:mulliken_charge:R:1
C 1.4498 1.9132 1.0533 -1.1491
C 0.0383 1.5693 0.8177 -0.3903
N 0.0107 0.3510 -0.1123 -0.1660
C -1.3699 -0.1072 -0.4086 -0.9174
H 1.8832 1.1400 1.6833 0.3150
H 1.4451 2.7834 1.6952 0.3841
H 2.0012 2.0390 0.1268 0.3400
H -0.4963 2.3264 0.2508 0.4022
H -0.4658 1.1994 1.6907 0.3684
H 0.3777 0.6845 -1.0091 0.3958
H 0.5963 -0.4339 0.1977 0.3478
H -1.8968 0.7821 -0.7415 0.3349
H -1.3976 -0.8370 -1.2145 0.4523
H -1.8896 -0.4678 0.4683 0.3412
H -1.8706 -2.7001 -3.0420 0.3237
H -2.7879 -3.1601 -1.8804 0.3311
O -2.5397 -2.4015 -2.4187 -0.6644
H 2.1452 -1.9187 1.6411 0.3004
H 2.7463 -1.4556 0.2927 0.2926
O 2.0202 -1.3064 0.9096 -0.6422
```

Calculated values
- Gap between HOMO and LUMO: 11.755 eV
- ΔE to the lowest compared entry with this formula, charge and spin: 16.4 kcal per mole
- Total charge: +1
- Total energy: -8917.07660 eV
- Maximum force: 2.1 eV/A
- Highest occupied orbital energy: -0.5430 Eh


(10)
Formula: C5H6N2
Source: OMol25
Level of theory: wB97M-V/def2-TZVPD

```
13
Properties=species:S:1:pos:R:3:mulliken_charge:R:1
N 2.4615 -1.0725 0.8324 -0.4926
C 1.3438 -0.7501 0.8062 0.0150
C 0.6363 0.5128 0.5380 0.3077
C 0.3134 0.6237 -0.9669 -0.7282
C -1.1244 0.3547 -0.5773 -0.1738
C -1.1924 -0.8376 0.3372 -0.0812
N -0.8992 0.4385 0.9116 -0.5635
H 1.1984 1.3204 1.0156 0.4089
H 0.7777 -0.1187 -1.6232 0.2535
H 0.4870 1.6230 -1.3705 0.2814
H -1.9434 0.9238 -1.0347 0.3110
H 0.0005 -1.5571 0.5573 0.1435
H -2.0594 -1.4609 0.5743 0.3183
```

Calculated values
- Gap between HOMO and LUMO: 10.229 eV
- ΔE to the lowest compared entry with this formula, charge and spin: 109.8 kcal per mole
- Total charge: 0
- Total energy: -8257.59743 eV
- Maximum force: 4.2 eV/A
- Highest occupied orbital energy: -0.3666 Eh


(11)
Formula: CH4BrClOP
Source: OMol25
Level of theory: wB97M-V/def2-TZVPD

```
9
Properties=species:S:1:pos:R:3:mulliken_charge:R:1
C -1.8441 0.5491 -0.4242 -0.7365
O -0.4786 2.9025 0.2404 -0.3278
P -0.3815 1.5030 0.1225 0.9749
Cl 1.2895 0.4202 0.5196 0.0451
Br 5.0055 -0.1205 -0.1019 -0.2172
H -2.7569 1.1486 -0.2150 0.3393
H -1.8903 -0.4719 -0.0415 0.3459
H -1.9630 0.4027 -1.5330 0.3498
H 5.9130 0.8162 0.3313 0.2266
```

Calculated values
- Gap between HOMO and LUMO: 6.978 eV
- ΔE to the lowest compared entry with this formula, charge and spin: 55.8 kcal per mole
- Total charge: +1
- Total energy: -94995.03029 eV
- Maximum force: 4.3 eV/A
- Highest occupied orbital energy: -0.5085 Eh


(12)
Formula: CF3NO3S2
Source: OMol25
Level of theory: wB97M-V/def2-TZVPD

```
10
Properties=species:S:1:pos:R:3:mulliken_charge:R:1
C 2.1621 -0.0858 0.1433 0.1272
N -1.1243 -0.4214 0.0089 -0.2400
O -3.1058 -0.9646 -1.6290 -0.5998
O -0.1426 1.1031 1.7489 -0.5862
O -3.3714 0.8855 0.0008 -0.6013
F 2.1776 0.2363 -1.2193 -0.2321
F 3.3682 0.6356 0.6490 -0.3009
F 2.5460 -1.4340 0.2073 -0.2562
S -0.0292 -0.1833 1.0704 0.3316
S -2.4805 0.2286 -0.9804 0.3576
```

Calculated values
- Gap between HOMO and LUMO: 6.189 eV
- ΔE to the lowest compared entry with this formula, charge and spin: 8.9 kcal per mole
- Total charge: -2
- Total energy: -38490.20154 eV
- Maximum force: 3.2 eV/A
- Highest occupied orbital energy: 0.0047 Eh